Density functional theory data (ωB97M-V/def2-TZVPD) for 7 unconnected molecules or ions with the total composition C36H75F9N4O6 in a non-equilibrium geometry.

Structure (XYZ):
```
130
Properties=species:S:1:pos:R:3:forces:R:3:mulliken_charge:R:1
C 12.0845 -0.8984 2.4076 -0.60 -0.32 1.22 -1.23
C 12.0412 -0.0530 3.7283 0.58 0.77 -1.92 -0.58
N 12.7243 -0.6685 4.8218 1.10 1.74 0.70 0.36
C 12.1200 -1.8452 5.2351 -1.05 -1.92 2.94 -0.57
C 13.0621 -2.8843 5.9258 0.16 0.27 -1.84 -1.25
C 13.0309 0.2671 5.9649 2.77 0.13 -2.06 -0.57
C 14.2299 1.1165 5.3759 -0.37 -0.07 0.61 -1.17
H 11.7948 -0.3023 1.5423 0.25 0.06 0.07 0.40
H 11.4246 -1.7658 2.4241 -0.20 0.03 0.04 0.32
H 13.0857 -1.3218 2.3274 0.12 0.33 -0.26 0.31
H 12.5722 0.8328 3.3796 0.41 0.22 0.55 0.30
H 11.0739 0.3715 3.9972 -0.71 -0.46 -0.02 0.37
H 11.5162 -1.5876 6.1052 -1.28 -0.01 -0.05 0.26
H 11.4785 -2.2514 4.4530 0.24 -0.34 0.21 0.42
H 13.7210 -3.2327 5.1304 0.38 -0.29 0.20 0.30
H 13.6734 -2.4187 6.6988 -0.16 -0.03 0.01 0.26
H 12.5256 -3.7475 6.3196 -0.12 0.19 0.08 0.39
H 13.4823 -0.2500 6.8116 -0.37 -0.57 -0.21 0.30
H 12.2637 0.9128 6.3923 -0.65 -0.13 -0.50 0.37
H 14.9824 1.3656 6.1240 -0.32 0.42 0.29 0.40
H 13.8737 2.0126 4.8676 0.19 0.06 0.09 0.29
H 14.7998 0.5105 4.6716 -0.37 -0.10 -0.15 0.33
C 13.0320 0.1624 19.5988 -0.53 -0.09 -0.29 -1.16
C 11.7324 -0.5268 19.0373 1.51 -0.10 -0.99 -0.62
N 11.7572 -0.6688 17.5424 0.91 -0.42 -0.17 0.33
C 12.5874 -1.8494 17.1226 -0.19 0.02 0.74 -0.50
C 13.2031 -1.8455 15.7327 -0.31 1.30 -0.38 -1.28
C 10.5139 -0.5171 16.8017 -0.06 -0.36 -0.19 -0.63
C 10.2729 0.9139 16.3868 0.30 0.60 0.29 -1.22
H 13.1540 -0.0431 20.6623 -0.33 0.14 0.15 0.37
H 13.0141 1.2400 19.4359 -0.18 0.02 0.07 0.30
H 13.9802 -0.1676 19.1743 -0.25 -0.35 -0.44 0.30
H 11.7102 -1.5351 19.4507 -0.33 -0.16 0.32 0.34
H 10.8642 0.0327 19.3854 -0.06 -0.07 -0.29 0.41
H 13.4045 -1.8951 17.8426 -0.06 -0.16 0.10 0.41
H 12.0184 -2.7759 17.1988 -0.33 -0.26 0.39 0.30
H 12.4168 -1.7262 14.9872 0.03 0.22 -0.15 0.29
H 13.8793 -0.9922 15.6805 -0.02 0.13 -0.32 0.30
H 13.7693 -2.7119 15.3909 -0.10 -0.31 0.73 0.39
H 9.6361 -1.0033 17.2272 -0.23 0.18 0.90 0.36
H 10.5553 -1.0839 15.8715 0.57 -0.07 -0.15 0.32
H 11.1425 1.2017 15.7959 -0.28 0.06 -0.52 0.30
H 10.3035 1.6512 17.1890 -0.20 -0.28 0.48 0.28
H 9.3190 1.0504 15.8774 0.16 -0.04 -0.29 0.39
C 2.7532 -8.9877 27.8697 -0.68 -0.82 -0.11 -1.03
C 1.5350 -8.0636 27.7658 0.74 0.45 -1.69 -0.59
N 0.4823 -8.4585 26.7719 0.37 -0.78 2.43 -0.06
C 0.9505 -8.5835 25.4392 -0.62 1.60 -2.25 -0.30
C 1.4666 -7.2288 24.8513 0.08 -0.43 0.86 -1.41
C -0.1027 -9.7107 27.2832 -0.34 0.82 -0.11 -0.35
C -1.4081 -10.0943 26.6253 -0.04 0.17 -1.00 -1.38
H 3.4202 -8.7262 28.6911 -0.06 0.13 -0.08 0.41
H 3.3040 -9.0045 26.9292 0.15 0.15 0.05 0.24
H 2.3990 -10.0073 28.0212 0.30 -0.15 0.26 0.27
H 1.0911 -7.8888 28.7459 -0.14 0.15 -0.23 0.41
H 1.9719 -7.1674 27.3253 -0.37 0.61 0.62 0.28
H 1.6115 -9.4067 25.1681 0.56 -0.26 0.51 0.37
H 0.0934 -8.7503 24.7869 -0.37 -0.41 0.31 0.37
H 1.0796 -7.0758 23.8439 0.49 -0.17 -0.10 0.39
H 1.0756 -6.3956 25.4352 -0.13 -0.08 0.12 0.38
H 2.5524 -7.1706 24.9271 0.04 0.14 -0.43 0.28
H -0.2606 -9.5328 28.3469 -0.03 -0.22 0.10 0.37
H 0.6290 -10.5104 27.1685 -0.08 -0.44 0.06 0.28
H -1.2413 -10.2395 25.5579 0.18 -0.75 -0.05 0.30
H -2.1564 -9.3060 26.5434 0.01 0.24 0.90 0.38
H -1.8295 -10.9902 27.0813 -0.05 0.05 -0.16 0.38
C 5.7482 -11.8747 8.3651 -0.16 0.02 0.72 -1.04
C 6.3574 -12.3903 7.0675 -1.97 -1.51 0.21 -0.57
N 5.5126 -12.1022 5.8779 1.16 1.77 0.86 0.00
C 4.1704 -12.6791 5.8501 0.45 -0.69 -0.04 -0.44
C 3.4419 -12.7251 4.5049 -0.49 1.46 0.54 -1.36
C 5.5065 -10.6365 5.7992 -0.38 0.43 -2.40 -0.27
C 6.8574 -10.0214 5.5379 1.35 -1.30 0.51 -1.50
H 6.2301 -12.2902 9.2501 0.45 0.05 -0.08 0.42
H 4.7193 -12.2084 8.5001 -0.17 0.08 -0.33 0.28
H 5.7566 -10.7896 8.4675 0.09 -0.01 -0.04 0.27
H 7.3881 -12.0481 6.9748 -0.19 -0.20 -0.44 0.32
H 6.2808 -13.4766 7.1148 0.79 -0.23 0.23 0.36
H 3.4748 -12.2479 6.5700 -0.04 0.46 0.22 0.31
H 4.2282 -13.7241 6.1547 0.43 -0.15 0.20 0.37
H 2.4495 -13.0619 4.8047 0.01 -1.01 -0.58 0.40
H 3.9347 -13.2096 3.6620 -0.14 -0.41 0.40 0.33
H 3.1395 -11.7343 4.1658 0.55 0.41 -0.12 0.35
H 5.0551 -10.4476 4.8252 -1.00 0.35 0.29 0.44
H 5.0493 -10.0492 6.5956 -0.71 -0.44 0.16 0.27
H 6.8192 -9.0617 5.0226 0.01 -0.13 0.18 0.39
H 7.4872 -10.0002 6.4273 -0.13 0.73 0.29 0.27
H 7.3978 -10.7801 4.9718 0.09 0.30 -0.77 0.42
C 3.1517 -13.4026 20.3125 0.46 0.11 0.24 -1.07
C 3.1990 -12.5566 19.0348 0.28 0.08 -0.81 -0.28
O 1.9399 -11.8721 18.7591 -1.49 1.01 -1.38 -0.22
C 1.5845 -11.4356 17.4807 3.22 -1.44 -0.95 0.42
O 2.2598 -11.6218 16.4674 -1.66 0.46 2.49 -0.53
C 0.2489 -10.6358 17.3596 -0.65 -1.01 2.83 0.80
F -0.5996 -11.1780 16.5141 0.33 -0.10 -1.07 -0.23
F -0.4028 -10.7084 18.5612 0.47 0.38 -0.25 -0.26
F 0.4504 -9.3644 17.0868 0.27 0.15 -0.40 -0.22
H 3.9087 -14.1867 20.3268 0.08 -0.12 -0.72 0.35
H 2.2250 -13.9141 20.5726 -0.17 0.42 -0.27 0.32
H 3.5192 -12.7978 21.1415 -0.68 0.22 0.20 0.29
H 3.5107 -13.0713 18.1259 -0.30 -0.40 0.12 0.35
H 3.9687 -11.7981 19.1771 -0.15 0.25 -0.01 0.26
C 6.6373 -5.9694 17.2308 0.63 0.84 -0.32 -1.15
C 5.5468 -5.4568 16.3005 -0.42 -1.56 0.36 -0.21
O 6.0969 -5.0796 15.0223 0.26 0.02 -0.46 -0.20
C 5.3016 -4.9451 13.9540 -0.99 0.61 1.05 0.41
O 4.1049 -5.1519 13.9678 1.89 0.35 -0.76 -0.54
C 6.1380 -4.3476 12.6980 0.39 0.44 2.10 0.82
F 5.8939 -3.0740 12.4142 -0.47 0.72 0.77 -0.25
F 7.4845 -4.3980 12.9346 -1.13 -0.64 -0.42 -0.23
F 5.7643 -4.9940 11.6505 0.19 -1.66 -1.54 -0.22
H 6.1803 -6.1114 18.2102 0.28 0.34 0.14 0.36
H 7.4682 -5.2644 17.2051 -0.07 0.27 0.70 0.31
H 7.1312 -6.9103 16.9882 -0.59 -0.19 -0.57 0.31
H 4.9453 -4.6536 16.7259 0.41 0.31 -0.11 0.32
H 4.8696 -6.3098 16.2572 -0.36 0.15 -0.92 0.28
C 12.8775 -9.1862 30.7141 0.11 0.04 -1.26 -1.06
C 13.2320 -8.2038 29.5641 -1.72 0.52 2.45 -0.19
O 12.3496 -8.4547 28.4623 -0.84 1.46 -2.50 -0.26
C 11.8751 -7.3690 27.6897 3.23 3.31 2.27 0.35
O 12.2065 -6.1724 27.8446 -0.98 -4.26 -0.15 -0.52
C 10.9342 -7.6952 26.5262 0.94 -0.29 1.29 0.87
F 10.3368 -8.8258 26.8478 -1.17 -0.56 -0.51 -0.24
F 10.0715 -6.6872 26.3906 0.13 -0.73 -0.43 -0.22
F 11.6422 -7.8896 25.4097 -0.37 0.33 -0.09 -0.23
H 12.7431 -10.1501 30.2234 0.44 -0.34 0.35 0.29
H 11.9576 -9.0317 31.2780 0.13 0.55 -0.10 0.31
H 13.7698 -9.1336 31.3380 -0.31 -0.52 0.40 0.34
H 14.3107 -8.3449 29.4954 -0.15 0.25 -1.50 0.28
H 12.9796 -7.2084 29.9296 0.58 0.23 -0.23 0.29
```
Forces are in eV/Å.

Results
- LUMO energy (eV) = 0.346
- Kohn-Sham gap (Eh) = 0.3118
- total charge = 0
- SMILES string = CCOC(=O)C(F)(F)F.CCOC(=O)C(F)(F)F.CCOC(=O)C(F)(F)F.CCN(CC)CC.CCN(CC)CC.CCN(CC)CC.CCN(CC)CC
- E_HOMO (eV) = -8.138